DFT (ωB97M-V/def2-TZVPD) results for C39H93N5O3 as an isolated structure.

As for the HOMO-LUMO gap: 8.6 eV. As for the largest force on an atom: 0.1238 hartree/bohr. Its energy above the lowest of the compared OMol25 structures with the same formula, charge and spin is 1620.3 kJ/mol.

Last column: Löwdin charge in e.
Geometry (Å):
O (-2.064, -1.827, 5.934)  0.029
O (-5.438, 1.659, 0.475)  0.015
O (2.862, -2.968, 3.532)  0.068
N (2.382, 3.985, -1.350)  -0.155
N (-0.968, -0.543, -0.028)  -0.111
N (2.722, -4.678, -1.360)  -0.149
N (1.779, -0.329, -5.258)  -0.155
N (-4.969, 2.100, 4.115)  -0.175
C (1.661, 4.190, -3.690)  -0.085
C (-5.931, 1.305, 4.883)  -0.229
C (3.790, 2.161, -0.235)  -0.055
C (-0.763, 1.995, 0.284)  -0.032
C (2.999, -1.230, 5.204)  -0.029
C (3.786, -3.529, -3.503)  -0.092
C (-3.509, 1.928, 2.089)  -0.092
C (-4.178, -0.345, 0.384)  -0.039
C (-0.347, -1.088, -4.229)  -0.133
C (-2.090, 0.183, 4.576)  -0.014
C (-1.407, 0.688, 0.746)  -0.234
C (-5.221, 4.405, 5.201)  -0.091
C (2.273, 3.326, -2.663)  -0.304
C (2.892, -1.782, 3.807)  -0.461
C (-5.366, 3.554, 3.942)  -0.222
C (2.799, -0.815, 2.617)  -0.100
C (-5.325, -0.035, 5.329)  -0.092
C (-1.391, -1.041, 5.209)  -0.380
C (2.485, 3.032, -0.246)  -0.242
C (0.539, -3.758, -0.597)  -0.088
C (1.905, -4.330, -0.144)  -0.174
C (-4.778, 1.520, 2.800)  -0.278
C (1.210, 0.783, -6.178)  -0.194
C (3.187, -0.130, -4.984)  -0.234
C (3.103, -3.446, -2.109)  -0.209
C (-1.513, -0.496, -1.395)  -0.195
C (1.671, 0.549, -7.655)  -0.076
C (3.616, -6.827, -0.552)  -0.113
C (3.873, -1.509, -5.120)  -0.106
C (-1.304, -1.799, -2.133)  -0.142
C (0.434, -0.928, 0.252)  -0.150
C (3.360, 5.164, -1.416)  -0.226
C (2.764, 6.227, -0.514)  -0.111
C (1.012, -0.566, -4.039)  -0.261
C (-6.741, -0.368, 0.777)  -0.002
C (-5.459, 0.425, 0.557)  -0.459
C (0.056, -1.239, 4.837)  -0.030
C (3.924, -5.479, -1.035)  -0.287
C (0.697, -1.295, 1.754)  -0.124
H (-3.314, 0.260, 0.106)  0.025
H (1.600, 2.400, -0.176)  0.050
H (1.437, 1.761, -5.753)  0.084
H (2.178, -2.911, -2.328)  0.077
H (-1.036, -1.144, -3.385)  -0.066
H (3.543, 5.752, -2.316)  0.104
H (0.028, -2.097, 2.067)  0.112
H (4.453, -7.525, -0.535)  0.080
H (-1.812, -1.815, -3.097)  0.093
H (0.670, 4.435, -3.310)  0.090
H (-0.857, 2.165, -0.789)  0.080
H (1.812, -5.207, 0.498)  0.105
H (3.615, 0.552, -5.719)  0.105
H (0.311, 1.981, 0.471)  0.029
H (-3.158, 0.352, 4.713)  0.032
H (1.689, -1.739, 1.837)  0.027
H (0.193, -4.181, -1.540)  0.094
H (-0.229, -2.149, -4.445)  0.105
H (1.879, -0.515, -7.764)  0.072
H (-6.735, 1.105, 4.174)  0.107
H (4.585, -5.510, -1.901)  0.103
H (-6.335, 1.829, 5.749)  0.113
H (-1.993, 0.041, 3.499)  0.054
H (-3.523, 2.838, 1.490)  0.101
H (-7.309, -0.527, -0.140)  0.089
H (0.686, -1.091, 5.714)  0.078
H (4.196, -2.542, -3.721)  0.010
H (-3.157, 1.115, 1.453)  -0.020
H (2.362, 4.983, -3.950)  0.071
H (2.911, -7.288, -1.243)  0.080
H (-0.238, -2.021, -2.182)  0.063
H (3.368, 0.111, 2.700)  0.092
H (1.790, 2.355, -2.549)  0.098
H (-6.165, -0.544, 5.801)  0.074
H (3.272, -1.321, 1.776)  0.106
H (3.052, -2.046, 5.925)  0.096
H (-5.671, 1.793, 2.237)  0.091
H (-2.497, 0.705, 0.749)  -0.014
H (-6.379, 3.550, 3.539)  0.113
H (3.406, 0.214, -3.973)  0.105
H (3.562, 1.525, 0.621)  0.049
H (-5.047, -0.694, 4.506)  0.065
H (-4.757, 0.432, 2.738)  0.103
H (1.738, -0.569, 2.571)  -0.009
H (4.717, -4.094, -3.444)  0.087
H (4.493, -5.021, -0.226)  0.115
H (1.496, -1.258, -3.350)  0.102
H (-1.141, 2.858, 0.833)  0.084
H (0.492, -0.471, 2.437)  0.057
H (-2.596, -0.368, -1.404)  0.098
H (2.561, 1.176, -7.614)  0.058
H (3.187, -3.760, -4.384)  0.105
H (3.946, -0.742, 5.431)  0.091
H (2.447, -3.525, 0.352)  0.102
H (3.541, -2.216, -4.359)  -0.063
H (3.572, -2.631, -1.558)  0.118
H (2.614, 5.758, 0.458)  0.056
H (3.267, 3.030, -2.998)  0.108
H (0.127, 0.717, -6.285)  0.087
H (4.339, 4.948, -0.988)  0.098
H (3.848, 1.538, -1.127)  0.056
H (-4.260, 4.161, 5.653)  0.074
H (0.667, -1.779, -0.388)  0.015
H (0.268, -0.512, 4.053)  0.056
H (-4.483, -0.033, 6.021)  0.068
H (1.642, 3.624, -4.622)  0.053
H (3.050, -6.774, 0.378)  0.063
H (3.819, -2.034, -6.074)  0.096
H (1.792, 6.443, -0.956)  0.076
H (1.093, -0.091, 0.023)  0.115
H (3.375, 7.106, -0.304)  0.073
H (2.153, -0.560, 5.355)  0.052
H (-1.552, 1.128, 4.646)  0.097
H (0.918, 0.823, -8.394)  0.066
H (-1.758, -2.557, -1.494)  0.108
H (4.686, 2.779, -0.183)  0.065
H (0.670, -2.677, -0.635)  -0.039
H (-1.149, 0.426, -1.848)  0.113
H (0.225, -2.226, 4.405)  0.109
H (-0.934, -0.654, -5.039)  0.090
H (-3.980, -1.021, 1.216)  0.123
H (-4.294, -0.998, -0.481)  0.104
H (0.888, 0.336, -3.441)  0.102
H (-6.609, -1.309, 1.310)  0.084
H (-7.423, 0.224, 1.389)  0.081
H (-6.011, 4.186, 5.920)  0.060
H (4.912, -1.316, -4.852)  0.092
H (-2.713, 2.008, 2.829)  0.080
H (2.441, 3.573, 0.699)  0.106
H (-4.770, 4.080, 3.196)  0.108
H (-0.266, -3.897, 0.125)  0.092
H (-1.232, 0.523, 1.809)  0.090
H (-5.224, 5.458, 4.919)  0.069


DFT (ωB97M-V/def2-TZVPD) results for C42H105CrO32P7S as an isolated structure.

As for the HOMO-LUMO gap (alpha / beta): 6.3 / 8.7 eV. As for the largest force on an atom: 0.0970 hartree/bohr. As for the spin multiplicity: 5.

Last column: Mulliken spin population.
Geometry (Å):
Cr (-0.988, 0.298, 0.372)  3.834
S (-2.618, -1.099, 1.944)  0.040
P (1.874, 0.294, 6.441)  0.000
P (1.842, -1.772, 1.178)  0.052
P (0.715, 3.322, 1.197)  -0.026
P (5.023, 3.466, -4.825)  0.000
P (-2.530, -6.760, -1.454)  0.000
P (-0.930, -0.304, -3.133)  0.034
P (-3.626, 2.490, -0.506)  0.052
O (-1.196, -6.745, -0.804)  0.000
O (1.391, -0.846, 5.448)  0.000
O (-4.041, -0.932, 1.990)  -0.001
O (3.264, -0.347, 7.072)  0.000
O (3.877, 3.488, -3.676)  0.000
O (-2.314, 1.986, 0.037)  -0.005
O (-2.185, -1.286, 0.565)  0.084
O (-1.371, -1.921, -3.335)  0.002
O (-3.415, 3.809, -1.491)  -0.007
O (0.722, -0.928, 0.654)  0.001
O (-0.168, 3.880, 2.390)  0.002
O (-1.809, 0.119, 2.150)  -0.052
O (4.759, 2.514, -5.909)  0.000
O (5.047, 5.016, -5.375)  0.000
O (-4.460, 1.498, -1.533)  0.000
O (0.358, 2.046, 0.501)  -0.011
O (-4.625, 3.023, 0.600)  0.000
O (6.473, 3.322, -4.054)  0.000
O (1.984, 1.671, 5.897)  0.000
O (0.791, 0.039, 7.645)  0.000
O (0.780, 4.654, 0.239)  0.001
O (2.079, -1.612, 2.768)  0.003
O (-3.764, -7.646, -0.756)  0.000
O (2.217, 3.185, 1.882)  0.002
O (-0.744, 0.160, -1.717)  -0.087
O (-2.175, -2.236, 2.722)  -0.002
O (-1.991, 0.521, -4.009)  -0.001
O (3.260, -1.410, 0.469)  0.002
O (-2.551, -7.296, -2.950)  0.000
O (1.642, -3.322, 1.039)  0.005
O (0.415, -0.188, -4.032)  0.001
O (-3.200, -5.288, -1.618)  0.000
C (-1.598, -8.075, -3.539)  0.000
C (0.667, 0.979, 8.670)  0.000
C (0.459, -5.358, 1.766)  0.001
C (0.012, -0.989, 5.151)  0.005
C (2.851, -0.600, -1.759)  -0.004
C (-5.042, -7.683, -1.375)  0.000
C (0.424, -0.583, -5.366)  0.001
C (6.917, 2.048, -3.560)  0.000
C (-4.457, 4.625, -1.932)  0.001
C (-4.702, -3.768, -0.584)  0.000
C (-0.635, -7.170, -4.261)  0.000
C (-4.862, 0.234, -1.082)  0.017
C (-5.081, 2.259, 1.695)  0.001
C (-6.006, -8.530, -0.592)  0.000
C (-0.558, 3.237, 4.778)  0.002
C (6.210, 1.808, -2.177)  0.000
C (3.655, -3.347, 3.455)  0.000
C (1.835, -0.740, -5.945)  0.000
C (5.884, 5.423, -6.393)  0.000
C (6.394, 6.804, -6.202)  0.000
C (-0.445, 5.358, -0.052)  0.002
C (-0.661, -2.967, -2.725)  -0.003
C (-1.781, 1.948, -4.113)  0.002
C (1.745, 2.955, -2.503)  0.006
C (-3.116, 2.523, -4.495)  0.000
C (5.017, 1.247, 6.818)  0.000
C (4.144, 0.499, 7.803)  0.000
C (3.407, -1.702, -0.893)  0.000
C (-6.362, 0.128, -1.444)  0.000
C (-5.867, 3.210, 2.565)  0.001
C (0.368, -3.849, 1.523)  0.006
C (2.825, 2.544, -3.572)  0.000
C (2.711, 1.934, 2.416)  0.002
C (-3.337, -4.447, -0.527)  -0.001
C (3.409, -1.837, 3.279)  -0.001
C (-0.249, 6.573, -1.035)  0.000
C (-4.369, 5.982, -1.158)  0.000
C (-0.699, -2.183, 5.792)  0.000
C (-0.793, 2.972, 3.296)  0.012
C (0.414, -3.496, -3.600)  0.001
C (-0.810, 1.343, 8.763)  0.000
C (3.845, 1.478, 1.439)  -0.001
H (0.963, -5.529, 2.717)  0.000
H (7.241, 7.012, -6.857)  0.000
H (-0.301, -3.713, 0.673)  -0.002
H (1.763, -0.577, -1.819)  0.012
H (-1.405, 2.379, -3.185)  -0.004
H (6.844, 1.276, -4.326)  0.000
H (-0.987, -8.742, -2.931)  0.000
H (-4.262, 1.816, 2.262)  0.003
H (5.601, 7.549, -6.260)  0.000
H (-1.157, -6.463, -4.906)  0.000
H (3.564, 1.091, 8.512)  0.000
H (4.465, 2.049, 6.330)  0.000
H (-1.140, 7.193, -1.140)  0.000
H (1.228, 2.019, -2.288)  0.004
H (-4.327, -0.589, -1.556)  0.000
H (0.013, -1.213, 4.085)  -0.004
H (-5.318, 6.487, -1.337)  0.000
H (4.723, -0.129, 8.480)  0.000
H (0.835, -4.455, -3.299)  0.000
H (-6.931, -0.566, -0.825)  0.000
H (-3.348, 2.237, -5.521)  0.000
H (0.081, 6.147, -1.982)  0.000
H (0.105, -3.513, -4.645)  0.000
H (0.041, -6.567, -3.655)  0.000
H (-4.828, -3.308, -1.564)  0.000
H (3.163, 2.185, 3.376)  0.000
H (1.196, -2.741, -3.682)  0.000
H (-0.610, -0.121, 5.369)  0.001
H (-0.968, 2.204, 9.413)  0.000
H (0.577, 7.212, -0.725)  0.000
H (-3.908, 2.143, -3.850)  0.001
H (4.481, -1.679, -1.081)  0.000
H (-0.723, 2.408, 5.466)  0.000
H (-6.986, -8.609, -1.061)  0.000
H (-3.563, 6.662, -1.433)  0.000
H (1.010, 0.543, 9.608)  0.000
H (0.463, 3.557, 4.984)  0.000
H (4.179, -1.367, 2.668)  0.000
H (-0.390, 1.979, 3.097)  0.005
H (0.005, 0.273, -5.895)  0.000
H (3.268, 0.342, -1.402)  0.001
H (-1.200, 4.692, -0.470)  0.001
H (-1.653, -2.440, 5.333)  0.000
H (5.439, 0.613, 6.039)  0.000
H (2.048, 3.437, -1.574)  0.000
H (1.994, -1.387, -6.807)  0.000
H (-6.280, 2.567, 3.342)  0.000
H (-1.025, 2.211, -4.853)  0.000
H (-0.698, -2.075, 6.877)  0.000
H (-5.761, -9.572, -0.385)  0.000
H (-2.519, -3.726, -0.522)  0.000
H (-0.930, 5.708, 0.859)  0.000
H (-5.545, -4.438, -0.418)  0.000
H (2.272, 2.474, -4.509)  0.000
H (-0.315, -2.699, -1.726)  0.011
H (-3.243, 3.605, -4.480)  0.000
H (2.786, -3.848, 3.881)  0.000
H (5.884, 1.674, 7.322)  0.000
H (-2.079, -8.735, -4.261)  0.000
H (0.768, -5.900, 0.872)  0.000
H (0.033, -3.446, 2.479)  -0.002
H (4.455, -3.554, 4.165)  0.000
H (-4.691, 0.128, -0.011)  -0.007
H (3.521, 1.305, 0.413)  0.000
H (7.987, 2.156, -3.377)  0.000
H (2.923, -2.654, -1.110)  0.000
H (-5.006, -8.043, -2.403)  0.000
H (6.868, 1.156, -1.602)  0.000
H (-6.115, -8.140, 0.420)  0.000
H (-6.875, 1.063, -1.219)  0.000
H (-0.123, -3.044, 5.452)  0.000
H (4.725, 2.118, 1.384)  0.000
H (-1.148, 4.112, 5.049)  0.000
H (3.287, 1.603, -3.274)  0.000
H (-0.533, -5.732, 2.017)  0.000
H (6.759, 4.774, -6.426)  0.000
H (3.238, -0.705, -2.772)  -0.001
H (3.974, -3.738, 2.489)  0.000
H (-3.279, -5.007, 0.406)  0.001
H (1.145, 1.920, 8.399)  0.000
H (-4.277, 5.957, -0.073)  0.000
H (-6.551, -0.012, -2.508)  0.000
H (-1.869, 2.916, 3.133)  0.001
H (5.423, 5.396, -7.380)  0.000
H (6.753, 6.877, -5.175)  0.000
H (-5.507, -6.708, -1.519)  0.000
H (-5.414, 4.116, -1.817)  0.000
H (1.968, 1.151, 2.563)  0.004
H (4.234, 0.547, 1.851)  0.000
H (-4.334, 4.761, -3.006)  0.000
H (-1.245, 0.439, 9.189)  0.000
H (3.414, -1.340, 4.249)  0.001
H (6.040, 2.768, -1.690)  0.000
H (-1.354, 1.422, 7.821)  0.000
H (-5.610, 1.389, 1.305)  0.000
H (-5.256, 3.913, 3.130)  0.000
H (5.324, 1.174, -2.206)  0.000
H (1.050, 3.714, -2.861)  0.001
H (2.378, 0.169, -6.206)  0.000
H (-4.675, -3.030, 0.218)  0.000
H (-1.312, -3.832, -2.600)  0.001
H (-0.012, -7.780, -4.916)  0.000
H (-6.708, 3.723, 2.098)  0.000
H (2.432, -1.251, -5.189)  0.000
H (-0.211, -1.444, -5.575)  0.000


DFT (ωB97M-V/def2-TZVPD) results for C6H16ClIO2PYb as an isolated structure.

As for the net charge: +2. As for the HOMO-LUMO gap (alpha / beta): 8.5 / 7.2 eV. As for the largest force on an atom: 0.0599 hartree/bohr. Its energy above the lowest of the compared OMol25 structures with the same formula, charge and spin is 173.2 kJ/mol. As for the spin multiplicity: 2.

Last column: Mulliken spin population.
Geometry (Å):
Yb (-1.974, -2.438, -0.012)  0.000
I (-1.301, 2.263, 1.550)  0.889
Cl (-0.202, -3.784, 0.908)  0.000
P (1.056, 0.664, -1.470)  0.014
O (-2.557, -2.185, 2.014)  0.001
O (1.428, 3.016, -0.285)  -0.005
C (0.587, 1.618, -2.919)  -0.001
C (1.190, 1.841, -0.026)  -0.012
C (-0.020, -0.761, -1.231)  -0.005
C (1.119, 1.282, 1.368)  0.097
C (2.767, 0.161, -1.679)  0.002
C (-3.264, -1.339, 2.966)  -0.001
H (2.971, -0.744, -1.055)  0.001
H (0.233, -1.312, -0.304)  0.002
H (0.687, 2.066, 2.055)  0.016
H (0.159, -1.428, -2.098)  0.000
H (3.433, 0.967, -1.365)  -0.001
H (1.227, 1.334, -3.754)  0.000
H (-3.246, -0.316, 2.588)  0.003
H (-1.088, -0.425, -1.268)  0.001
H (0.545, 0.344, 1.403)  -0.015
H (0.719, 2.695, -2.706)  0.000
H (2.139, 1.049, 1.742)  0.014
H (-0.460, 1.427, -3.187)  0.000
H (2.955, -0.069, -2.736)  0.000
H (-2.786, -1.375, 3.961)  0.001
H (-2.021, -2.869, 2.481)  0.000
H (-4.294, -1.683, 3.059)  0.000


DFT (ωB97M-V/def2-TZVPD) results for a single C3H3NS3 molecule.

As for the HOMO-LUMO gap: 7.4 eV. As for the largest force on an atom: 0.0760 hartree/bohr. Its energy above the lowest of the compared OMol25 structures with the same formula, charge and spin is 349.7 kJ/mol. Its SMILES is S=CC(C=S)=NS.

Last column: Löwdin charge in e.
Geometry (Å):
S (-2.517, 0.043, 0.009)  0.760
S (2.915, -0.812, 0.183)  0.621
S (1.205, 2.467, -0.273)  0.705
N (-0.957, -0.711, -0.141)  -0.335
C (0.329, 1.358, 0.590)  -0.608
C (0.204, -0.055, 0.078)  -0.524
C (1.382, -0.929, -0.504)  -0.576
H (-3.245, -0.994, -0.113)  -0.199
H (1.028, -1.836, -1.245)  0.116
H (-0.344, 1.469, 1.414)  0.041